{
  "formula": "C63H65BGeN6O3ScTe",
  "method": "ωB97M-V with the def2-TZVPD basis set",
  "multiplicity": 2,
  "homo_energy_ev": [-0.18, -2.05],
  "fmax_ev_per_a": 0.56,
  "total_charge": -2,
  "orbital_gap_ev": [3.87, 5.75],
  "species": ["Sc", "C", "C", "C", "C", "N", "C", "N", "C", "N", "C", "N", "C", "C", "C", "C", "C", "N", "C", "C", "C", "C", "C", "C", "H", "H", "H", "H", "H", "H", "H", "H", "H", "H", "H", "H", "C", "C", "O", "N", "Te", "C", "C", "C", "C", "C", "C", "C", "C", "C", "C", "C", "C", "C", "C", "C", "C", "C", "C", "H", "H", "H", "H", "H", "H", "H", "H", "H", "H", "H", "H", "H", "H", "H", "H", "H", "H", "H", "H", "H", "H", "H", "H", "H", "C", "C", "C", "O", "B", "O", "C", "C", "C", "H", "H", "H", "H", "H", "H", "H", "H", "H", "H", "H", "H", "C", "Ge", "C", "C", "C", "C", "C", "C", "C", "C", "C", "C", "C", "C", "C", "C", "C", "C", "C", "C", "H", "H", "H", "H", "H", "H", "H", "H", "H", "H", "H", "H", "H", "H", "H", "H"],
  "positions_angstrom": [[-0.17475, 0.23514, 0.16537], [2.97974, 2.21942, 2.92287], [4.20709, 1.58110, 2.68011], [4.24646, 0.59653, 1.74668], [3.07755, 0.21497, 1.01026], [1.91640, 0.91644, 1.17071], [1.90926, 1.84060, 2.15400], [3.24594, -0.86686, 0.25022], [2.39506, -1.37879, -0.63292], [1.23027, -0.85986, -1.17227], [0.81686, -1.72701, -2.16888], [-0.16813, -1.62315, -3.05748], [-1.06764, -0.63036, -3.05500], [-1.91535, -0.56599, -4.20339], [-2.87119, 0.39562, -4.31042], [-3.01329, 1.32624, -3.26989], [-2.17412, 1.20928, -2.19242], [-1.20956, 0.27150, -2.04998], [1.71081, -2.85454, -2.22512], [1.71793, -4.00914, -3.01421], [2.72816, -4.92528, -2.81553], [3.73723, -4.69783, -1.84761], [3.73467, -3.55679, -1.07564], [2.70154, -2.63275, -1.26715], [2.85344, 2.97386, 3.68728], [5.09850, 1.84436, 3.23993], [5.14569, 0.03412, 1.53658], [0.95788, 2.30053, 2.36708], [-1.75674, -1.31607, -4.96700], [-3.51069, 0.43783, -5.18680], [-3.74168, 2.12498, -3.29392], [-2.25344, 1.91440, -1.38570], [0.94113, -4.16390, -3.75327], [2.75544, -5.83552, -3.40453], [4.51914, -5.43783, -1.71591], [4.49955, -3.36666, -0.33226], [-4.13078, 1.98748, 1.23611], [-2.71443, 1.60821, 0.85043], [-2.03435, 2.77850, 0.55415], [-2.22879, 0.45908, 0.75557], [-3.75194, -1.47388, 1.99559], [-5.18606, -2.93227, 2.75419], [-6.14426, -2.58061, 3.71322], [-6.32044, -1.18433, 4.26430], [-7.02247, -3.54741, 4.21738], [-6.97992, -4.86376, 3.80318], [-7.92094, -5.89627, 4.36428], [-6.01717, -5.21260, 2.86128], [-5.12513, -4.28230, 2.34439], [-4.10677, -4.75530, 1.34434], [-4.35086, -1.80616, -0.01795], [-5.64087, -1.47982, -0.44597], [-6.69874, -0.89249, 0.44965], [-5.99410, -1.70980, -1.77865], [-5.10455, -2.24651, -2.69024], [-5.47517, -2.42883, -4.13647], [-3.83230, -2.57950, -2.24229], [-3.43619, -2.37020, -0.92857], [-2.03287, -2.73976, -0.54923], [-4.35333, 3.00784, 0.92244], [-4.26358, 1.91534, 2.31773], [-4.83725, 1.29854, 0.77501], [-5.53710, -0.50338, 3.94188], [-6.32731, -1.20453, 5.35690], [-7.27982, -0.76976, 3.94133], [-7.75972, -3.24631, 4.95811], [-8.68577, -5.43138, 4.98813], [-7.38909, -6.62713, 4.97893], [-8.42625, -6.45022, 3.56996], [-5.95255, -6.24327, 2.52231], [-4.15059, -5.84026, 1.23322], [-3.09689, -4.47351, 1.64991], [-4.27380, -4.30062, 0.36587], [-6.26524, -0.34470, 1.28397], [-7.32963, -1.67902, 0.87435], [-7.33900, -0.21210, -0.11634], [-6.99325, -1.43527, -2.10708], [-6.52821, -2.19808, -4.30655], [-5.29206, -3.45275, -4.47035], [-4.87610, -1.77002, -4.77015], [-3.10487, -2.98475, -2.93884], [-1.53383, -3.27037, -1.35837], [-1.97467, -3.31000, 0.37458], [-1.45648, -1.83329, -0.36432], [0.23693, -2.11233, 5.06000], [1.17903, -2.34735, 3.88294], [2.60894, -2.50816, 4.37465], [1.11982, -1.18313, 3.05082], [0.23836, -1.39782, 1.97293], [-0.15113, -2.74971, 2.01684], [0.69240, -3.46869, 2.92615], [-0.13064, -4.56074, 3.59041], [1.82105, -4.07984, 2.10196], [0.53732, -1.19059, 5.56107], [0.26756, -2.93176, 5.78352], [-0.78958, -1.98821, 4.71146], [2.84585, -1.70659, 5.07725], [3.30846, -2.44457, 3.54239], [2.74802, -3.46601, 4.88593], [-1.06041, -4.16025, 3.99337], [0.42937, -5.04146, 4.39874], [-0.38298, -5.32594, 2.85348], [2.42025, -3.30240, 1.62564], [1.38347, -4.68744, 1.30787], [2.47674, -4.71232, 2.70757], [-0.61188, 2.54037, 0.22533], [-0.00058, 4.00087, -0.87686], [1.68673, 3.54561, -1.75999], [1.87772, 2.24532, -2.23031], [3.06648, 1.87105, -2.84179], [4.08645, 2.79892, -2.99897], [3.91469, 4.09694, -2.53843], [2.72420, 4.46339, -1.92184], [0.39799, 5.64054, 0.14403], [-0.27145, 6.84904, -0.03987], [0.00984, 7.95859, 0.75101], [0.97421, 7.87878, 1.74415], [1.65764, 6.68482, 1.93891], [1.36964, 5.58155, 1.14779], [-1.31697, 4.49374, -2.24754], [-2.62148, 4.85865, -1.90524], [-3.55976, 5.16539, -2.88160], [-3.21113, 5.11227, -4.22569], [-1.92243, 4.74691, -4.58376], [-0.98909, 4.43862, -3.60106], [-0.12708, 2.73302, 1.18217], [1.10770, 1.50175, -2.08733], [3.19703, 0.84661, -3.17039], [5.02067, 2.50581, -3.46417], [4.71425, 4.82192, -2.64404], [2.60969, 5.47689, -1.55069], [-1.02167, 6.93311, -0.81871], [-0.52763, 8.88649, 0.58969], [1.19275, 8.74082, 2.36398], [2.41541, 6.60820, 2.71028], [1.91538, 4.65880, 1.32220], [-2.91841, 4.87161, -0.86235], [-4.56982, 5.43427, -2.59383], [-3.94517, 5.34122, -4.98987], [-1.64368, 4.68150, -5.62908], [0.00989, 4.13817, -3.89842]],
  "forces_ev_per_a": [[0.21, 0.44, -0.28], [-0.05, -0.01, -0.05], [0.06, 0.02, 0.06], [-0.01, -0.02, -0.03], [0.08, 0.04, 0.02], [0.04, -0.01, 0.08], [0.04, -0.07, 0.01], [-0.06, 0.01, 0.02], [-0.01, 0.05, -0.11], [0.02, -0.43, -0.04], [0.08, 0.07, -0.04], [-0.01, -0.01, 0.13], [0.06, 0.05, -0.12], [0.05, -0.04, 0.03], [-0.08, 0.06, -0.04], [0.01, 0.01, 0.01], [0.14, -0.13, -0.07], [-0.23, -0.04, 0.02], [-0.11, -0.09, -0.09], [0.00, 0.05, 0.02], [0.05, -0.01, 0.03], [-0.03, -0.02, -0.04], [-0.02, 0.04, -0.02], [0.14, 0.00, 0.10], [0.01, 0.00, 0.01], [-0.01, 0.02, 0.00], [0.00, 0.00, -0.01], [-0.05, 0.00, 0.01], [0.01, 0.00, 0.00], [0.00, 0.02, 0.01], [0.00, 0.00, -0.03], [-0.03, 0.06, 0.01], [0.00, 0.00, 0.00], [0.01, 0.00, 0.00], [0.00, 0.00, 0.00], [0.00, -0.01, 0.00], [-0.06, 0.00, 0.00], [-0.02, -0.01, -0.09], [0.06, 0.02, -0.19], [-0.09, 0.04, 0.27], [0.12, 0.07, -0.05], [-0.03, -0.06, 0.06], [-0.05, -0.07, 0.02], [0.02, 0.04, -0.02], [0.01, 0.05, -0.01], [0.03, -0.02, -0.03], [-0.03, -0.02, 0.02], [-0.03, 0.00, -0.01], [-0.03, 0.02, -0.04], [-0.01, -0.06, 0.01], [-0.05, 0.05, 0.01], [0.03, 0.00, -0.05], [-0.06, -0.03, 0.07], [0.01, 0.05, 0.01], [0.02, 0.00, 0.00], [-0.02, -0.02, -0.04], [0.03, -0.01, -0.04], [0.03, 0.10, 0.00], [-0.03, 0.09, -0.03], [0.00, 0.00, 0.01], [0.02, 0.01, 0.00], [0.04, 0.00, -0.02], [0.00, -0.02, -0.04], [0.00, -0.01, -0.01], [0.01, 0.02, -0.01], [0.00, 0.00, 0.00], [0.00, 0.00, 0.00], [0.01, 0.01, 0.00], [0.01, 0.01, -0.01], [-0.01, 0.00, 0.01], [0.01, 0.00, 0.01], [-0.04, -0.01, 0.05], [-0.01, -0.09, 0.06], [0.04, 0.00, 0.04], [0.01, 0.00, 0.02], [-0.01, -0.04, -0.01], [0.00, 0.00, 0.00], [0.00, 0.00, 0.00], [0.00, 0.00, 0.02], [0.01, 0.00, 0.02], [-0.01, -0.01, 0.00], [-0.01, -0.04, 0.01], [0.02, 0.03, -0.04], [-0.01, -0.05, 0.07], [-0.05, 0.00, 0.03], [0.06, 0.04, -0.05], [0.01, -0.03, 0.04], [-0.05, -0.02, 0.04], [-0.08, -0.07, -0.04], [0.08, -0.09, 0.02], [-0.08, 0.02, -0.01], [0.01, -0.06, 0.02], [0.05, -0.02, -0.02], [0.00, 0.00, 0.00], [0.02, 0.00, -0.01], [0.00, -0.01, -0.03], [0.00, 0.01, -0.02], [-0.01, -0.01, 0.00], [-0.02, 0.00, 0.01], [0.01, 0.01, 0.00], [0.01, 0.00, -0.01], [-0.01, 0.02, -0.02], [-0.01, 0.03, 0.01], [0.00, 0.00, 0.00], [-0.01, -0.01, 0.01], [-0.21, 0.00, 0.46], [-0.07, -0.13, -0.06], [0.08, -0.06, -0.04], [0.06, 0.13, 0.07], [0.01, -0.04, 0.02], [0.00, -0.03, -0.02], [-0.02, 0.03, 0.04], [-0.03, 0.03, -0.03], [-0.01, 0.12, 0.11], [0.05, 0.01, -0.03], [-0.01, 0.00, -0.01], [0.01, 0.01, 0.01], [0.00, -0.02, -0.02], [-0.02, 0.03, 0.03], [-0.01, 0.02, -0.12], [-0.02, -0.03, 0.04], [0.00, 0.01, -0.03], [-0.01, 0.00, 0.00], [0.02, -0.04, 0.02], [0.02, 0.06, -0.04], [0.10, 0.08, 0.00], [-0.08, -0.08, -0.10], [-0.01, 0.00, 0.01], [0.00, 0.00, 0.00], [0.00, 0.00, 0.00], [-0.01, 0.00, 0.00], [-0.02, -0.02, 0.01], [0.00, 0.00, 0.00], [0.00, 0.00, 0.00], [0.00, 0.01, 0.00], [-0.02, -0.03, -0.02], [0.04, 0.00, 0.01], [0.00, 0.00, 0.00], [0.00, 0.00, 0.01], [-0.01, 0.01, 0.00], [0.01, -0.01, 0.02]],
  "lowdin_spin": [0.00, 0.04, 0.02, 0.02, 0.03, 0.06, 0.00, 0.07, 0.14, -0.02, 0.13, 0.08, 0.03, 0.02, 0.01, 0.04, 0.00, 0.05, 0.08, 0.01, 0.04, 0.03, 0.01, 0.08, 0.00, 0.00, 0.00, 0.00, 0.00, 0.00, 0.00, 0.00, 0.00, 0.00, 0.00, 0.00, 0.00, 0.00, 0.00, 0.00, 0.00, 0.00, 0.00, 0.00, 0.00, 0.00, 0.00, 0.00, 0.00, 0.00, 0.00, 0.00, 0.00, 0.00, 0.00, 0.00, 0.00, 0.00, 0.00, 0.00, 0.00, 0.00, 0.00, 0.00, 0.00, 0.00, 0.00, 0.00, 0.00, 0.00, 0.00, 0.00, 0.00, 0.00, 0.00, 0.00, 0.00, 0.00, 0.00, 0.00, 0.00, 0.00, 0.00, 0.00, 0.00, 0.00, 0.00, 0.00, 0.00, 0.00, 0.00, 0.00, 0.00, 0.00, 0.00, 0.00, 0.00, 0.00, 0.00, 0.00, 0.00, 0.00, 0.00, 0.00, 0.00, 0.00, 0.00, 0.00, 0.00, 0.00, 0.00, 0.00, 0.00, 0.00, 0.00, 0.00, 0.00, 0.00, 0.00, 0.00, 0.00, 0.00, 0.00, 0.00, 0.00, 0.00, 0.00, 0.00, 0.00, 0.00, 0.00, 0.00, 0.00, 0.00, 0.00, 0.00, 0.00, 0.00, 0.00, 0.00, 0.00]
}